The following is a quantum chemistry calculation of a molecular structure, C44H39F3N2O4S3 at a distorted geometry, from the OMol25 dataset.

Its total charge is 0. The calculation puts the HOMO energy at -7.4483 eV. Its LUMO energy is -2.66 eV. Its HOMO-LUMO gap is 4.785 eV.

Cartesian coordinates (Å):
C1 -6.3147 4.7027 4.3930
C2 -5.2814 5.1391 3.5596
C3 -4.2674 4.2566 3.1676
C4 -4.2501 2.9293 3.6229
C5 -3.1045 1.9579 3.2684
C6 -3.6056 0.8397 2.3408
C7 -4.8759 0.8482 1.7557
C8 -5.3121 -0.2622 1.0187
C9 -4.4957 -1.3861 0.8869
C10 -3.1985 -1.3716 1.4087
C11 -2.7390 -0.2167 2.0481
C12 -1.9566 2.7379 2.6222
C13 -1.5496 2.5127 1.3091
C14 -0.3962 3.1424 0.8278
C15 0.2847 4.0640 1.6164
C16 -0.2114 4.4010 2.8765
C17 -1.3423 3.7521 3.3772
C18 -2.5565 1.2875 4.5670
C19 -3.4914 0.2805 5.2541
C20 -2.6078 -0.7630 5.9275
C21 -1.2002 -0.5562 5.3735
N1 -1.3255 0.5053 4.3696
C22 -0.1584 1.0839 3.9194
C23 0.7445 0.5707 3.0261
C24 2.0167 1.2180 2.8278
C25 2.9011 0.8383 1.7918
C26 4.0180 1.6175 1.4875
C27 4.3003 2.7825 2.2213
C28 3.4928 3.1047 3.3214
C29 2.4225 2.2919 3.6620
C30 -5.3490 2.4810 4.3695
C31 -6.3502 3.3629 4.7939
H1 -7.0963 5.3972 4.7155
H2 -5.2499 6.1722 3.2076
H3 -3.4913 4.6202 2.4886
H4 -5.5178 1.7259 1.8653
H5 -6.3090 -0.2285 0.5725
H6 -4.8686 -2.2628 0.3529
H7 -2.5509 -2.2453 1.3152
H8 -1.6874 -0.1352 2.3200
H9 -2.1210 1.8411 0.6617
H10 -0.0353 2.8822 -0.1672
H11 1.2027 4.5260 1.2460
H12 0.2942 5.1558 3.4827
H13 -1.7534 4.0354 4.3532
H14 -2.3294 2.0903 5.2986
H15 -4.1292 0.7857 5.9807
H16 -4.1322 -0.2027 4.5117
H17 -2.6075 -0.6268 7.0122
H18 -2.9503 -1.7798 5.7233
H19 -0.5063 -0.2348 6.1705
H20 -0.7706 -1.4531 4.9041
H21 0.0634 2.0441 4.4018
H22 0.4901 -0.3206 2.4634
H23 2.6746 -0.0703 1.2299
H24 4.6720 1.3277 0.6578
H25 5.1408 3.4205 1.9516
H26 3.6975 3.9978 3.9144
H27 1.8832 2.5312 4.5804
H28 -5.4632 1.4238 4.6058
H29 -7.1586 2.9932 5.4307
F1 1.5482 -5.8744 -4.4918
C32 2.3325 -4.8054 -4.1962
F2 2.8578 -4.9520 -2.9483
F3 3.3629 -4.7425 -5.0707
S1 1.2970 -3.3005 -4.1339
N2 1.4888 -2.5391 -5.6152
S2 1.2663 -0.9030 -5.3912
C33 2.4169 -0.7126 -4.0295
C34 1.9143 -0.8299 -2.7242
C35 2.8114 -0.8772 -1.6683
C36 4.1788 -0.7733 -1.9068
C37 4.6607 -0.7044 -3.2123
C38 3.7814 -0.6617 -4.2932
O1 1.8153 -0.1953 -6.5148
O2 -0.0515 -0.5881 -4.8925
S3 2.6665 -2.7416 -7.5770
C39 3.3857 -4.3058 -8.1163
C40 4.7439 -4.4921 -7.9148
C41 5.3139 -5.7022 -8.3211
C42 4.5325 -6.6819 -8.9369
C43 3.1760 -6.4329 -9.1822
C44 2.5923 -5.2228 -8.7877
O3 1.6490 -2.3499 -8.5200
O4 3.8300 -1.9221 -7.3327
H30 0.8396 -0.8966 -2.5634
H31 2.4247 -0.9892 -0.6600
H32 4.8715 -0.7379 -1.0686
H33 5.7267 -0.6536 -3.4118
H34 4.1291 -0.5876 -5.3235
H35 5.3351 -3.7120 -7.4420
H36 6.3738 -5.8714 -8.1410
H37 4.9803 -7.6409 -9.2160
H38 2.5677 -7.1866 -9.6799
H39 1.5495 -4.9764 -8.9790

Cartesian forces (eV/Å) of the 3 atoms listed first:
C 0.13 -0.04 0.04
C -0.06 -0.29 0.04
C -0.20 0.07 0.15